# 1
C12H24ClF12N2O16S4Zr | wB97M-V/def2-TZVPD

As for the net charge: +1. The value obtained for the LUMO energy is -7.76 eV. Its total energy is -138304.871 eV.

CARTESIAN COORDINATES (ANGSTROEM)
1 Zr -27.7272 -30.3663 -10.8971
2 Cl -25.7698 -29.3618 -7.6954
3 O -25.3976 -29.9525 -6.4345
4 O -24.5365 -29.3014 -8.4856
5 O -26.7528 -30.1685 -8.4514
6 O -26.2398 -28.0233 -7.5011
7 C -26.0763 -33.5188 -8.1360
8 F -26.9829 -33.2602 -7.2167
9 F -25.0953 -32.6685 -8.0713
10 F -25.6934 -34.7523 -8.0228
11 S -27.0040 -33.3520 -9.8593
12 O -26.9070 -34.5852 -10.5925
13 O -28.3148 -32.8498 -9.6068
14 N -26.2930 -31.9424 -10.6990
15 S -24.9704 -32.6955 -11.3506
16 O -24.2975 -33.5948 -10.4421
17 O -25.2592 -33.2312 -12.6617
18 C -23.6906 -31.2995 -11.6227
19 F -22.6456 -31.7869 -12.2488
20 F -24.2022 -30.2536 -12.2742
21 F -23.3164 -30.8923 -10.4222
22 C -30.1603 -28.5331 -7.5302
23 F -31.3259 -28.9832 -7.1943
24 F -30.0743 -27.2480 -7.3329
25 F -29.2228 -29.1308 -6.8253
26 S -29.8929 -28.7422 -9.4581
27 O -30.9403 -28.1658 -10.2148
28 O -28.5125 -28.3590 -9.7899
29 N -29.5439 -30.4119 -9.8175
30 S -30.9134 -31.2102 -9.4732
31 O -32.1569 -30.4620 -9.3101
32 O -31.0214 -32.2709 -10.4493
33 C -30.6225 -32.0781 -7.7430
34 F -30.7121 -33.3799 -7.8938
35 F -29.3659 -31.8661 -7.3410
36 F -31.4698 -31.6514 -6.8340
37 C -21.0815 -28.7195 -10.1366
38 C -20.9453 -29.9038 -9.1405
39 O -19.7718 -29.7178 -8.3481
40 H -21.3864 -27.7851 -9.6710
41 H -21.9004 -28.9417 -10.8299
42 H -20.1357 -28.6597 -10.6731
43 H -20.8375 -30.8972 -9.5699
44 H -21.8635 -29.8324 -8.5479
45 H -19.8521 -28.8062 -8.0266
46 C -25.0147 -30.0959 -2.6715
47 C -25.8484 -28.8272 -2.7893
48 O -26.9983 -28.9670 -3.6066
49 H -25.6850 -30.9146 -2.4021
50 H -24.1758 -30.1068 -1.9765
51 H -24.5758 -30.3453 -3.6415
52 H -25.2464 -28.0196 -3.2223
53 H -26.1069 -28.4607 -1.7937
54 H -26.6292 -28.7584 -4.4697
55 C -24.8267 -26.7551 -11.2897
56 C -26.1338 -27.4225 -10.9511
57 O -26.0293 -28.8788 -11.1263
58 H -24.3775 -26.9859 -12.2548
59 H -24.0599 -26.6866 -10.5149
60 H -25.0013 -25.6757 -11.3692
61 H -26.9735 -27.0778 -11.5604
62 H -26.5379 -27.1224 -9.9830
63 H -25.1697 -29.0098 -10.6657
64 C -22.5484 -27.6591 -6.2787
65 C -21.1934 -26.9786 -6.0803
66 O -20.3698 -26.9992 -7.2330
67 H -22.3335 -28.6443 -6.7030
68 H -23.1510 -27.2137 -7.0767
69 H -23.1702 -27.8487 -5.4058
70 H -20.7119 -27.6831 -5.3955
71 H -21.1712 -25.9218 -5.8061
72 H -20.4352 -26.1478 -7.6692


# 2
C5H9NO | wB97M-V/def2-TZVPD

As for the net charge: 0. The value obtained for the LUMO energy is 1.09 eV. Its total energy is -8866.334 eV.

CARTESIAN COORDINATES (ANGSTROEM)
1 C 1.8869 -0.4620 0.4586
2 C 0.4985 -0.7709 -0.0819
3 C -0.6547 -0.9670 0.9493
4 C -1.4858 0.1493 0.2582
5 C -0.2958 0.3944 -0.6355
6 N 0.0304 1.2698 -1.4897
7 O -1.0014 2.1949 -1.6586
8 H 2.3133 -1.3379 0.9603
9 H 1.8478 0.3608 1.1817
10 H 2.5615 -0.1650 -0.3506
11 H 0.5479 -1.5990 -0.8003
12 H -1.1147 -1.9584 0.9569
13 H -0.3535 -0.7124 1.9702
14 H -1.7762 1.0031 0.8784
15 H -2.3707 -0.2006 -0.2833
16 H -0.6336 2.8010 -2.3139


# 3
C24H44N6O4P2RhS | wB97M-V/def2-TZVPD

As for the net charge: +3. The value obtained for the LUMO energy (spin up / spin down) is -6.94 / -11.39 eV. Its multiplicity is 5. Its total energy is -75131.856 eV.

CARTESIAN COORDINATES (ANGSTROEM)
1 Rh -0.3622 -1.0634 -0.3929
2 C -3.6980 -0.5460 2.7824
3 N -2.5455 0.3247 3.0424
4 C -2.8620 1.5981 3.6913
5 P -1.0284 -0.2252 2.8348
6 O -0.8998 -1.3291 1.8655
7 O -0.0668 0.9897 2.7258
8 P 0.4707 1.8549 1.3469
9 O 0.0506 1.0170 0.1869
10 N 2.0349 1.9729 1.6697
11 C 2.8215 0.7672 1.9463
12 C 2.8098 3.2187 1.6392
13 N -0.2656 3.2774 1.4211
14 C -1.1646 3.7632 0.3655
15 C -0.1156 4.1709 2.5738
16 N -0.6452 -0.8317 4.4005
17 C -0.2937 0.0196 5.5192
18 C -0.9382 -2.2191 4.7123
19 H -4.2197 -0.7647 3.7156
20 H -3.3761 -1.4691 2.3088
21 H -4.3833 -0.0216 2.1157
22 H -3.3286 1.4233 4.6631
23 H -3.5712 2.1436 3.0675
24 H -1.9677 2.2005 3.8204
25 H 2.2001 -0.1271 1.8733
26 H 3.2567 0.8192 2.9460
27 H 3.6189 0.6843 1.2091
28 H 2.2303 4.0269 1.2029
29 H 3.6952 3.0627 1.0232
30 H 3.1300 3.5011 2.6432
31 H -1.1967 3.0518 -0.4544
32 H -0.8005 4.7212 -0.0061
33 H -2.1689 3.9025 0.7676
34 H 0.5383 3.7262 3.3231
35 H -1.0924 4.3626 3.0213
36 H 0.3097 5.1245 2.2602
37 H 0.0020 1.0074 5.1821
38 H 0.5299 -0.4509 6.0626
39 H -1.1427 0.0825 6.2083
40 H -1.2830 -2.7516 3.8325
41 H -1.6733 -2.2681 5.5203
42 H -0.0167 -2.6838 5.0787
43 N 1.3644 -2.1205 -0.4692
44 S 2.5566 -2.2656 -1.5799
45 C 1.7934 -2.0984 -3.1700
46 C 0.7791 -1.1753 -3.4083
47 C 0.2121 -1.1054 -4.6673
48 C 0.6618 -1.9497 -5.6812
49 C 1.6736 -2.8620 -5.4342
50 C 2.2440 -2.9457 -4.1692
51 C 3.5694 -0.8176 -1.4246
52 C 3.1602 0.4552 -1.8089
53 C 4.0521 1.5043 -1.6737
54 C 5.3318 1.2825 -1.1698
55 C 5.7268 0.0088 -0.7856
56 C 4.8419 -1.0539 -0.9170
57 H 1.3810 -2.9554 0.1091
58 H 0.4412 -0.4828 -2.6434
59 H -0.5644 -0.3787 -4.8682
60 H 0.2222 -1.8864 -6.6674
61 H 2.0249 -3.5140 -6.2218
62 H 3.0304 -3.6631 -3.9693
63 H 2.1772 0.6280 -2.2273
64 H 3.7652 2.4990 -1.9904
65 H 6.0292 2.1070 -1.0987
66 H 6.7241 -0.1653 -0.4057
67 H 5.1469 -2.0562 -0.6430
68 C -4.4065 -0.0985 -2.7576
69 N -3.6812 -1.3282 -3.0698
70 C -4.2375 -2.0944 -4.1849
71 C -2.6045 -1.6828 -2.3979
72 C -1.8582 -2.9278 -2.7841
73 O -2.1952 -0.9612 -1.4348
74 H -4.5781 0.4532 -3.6809
75 H -3.8310 0.5081 -2.0683
76 H -5.3725 -0.3434 -2.3161
77 H -5.3172 -2.1525 -4.0608
78 H -3.8403 -3.1017 -4.2177
79 H -4.0225 -1.5899 -5.1273
80 H -2.4793 -3.8132 -2.6484
81 H -0.9725 -3.0286 -2.1558
82 H -1.5408 -2.8913 -3.8261


# 4
CH2NO3PS | wB97M-V/def2-TZVPD

As for the net charge: -2. The value obtained for the LUMO energy is 6.51 eV. Its total energy is -28828.604 eV.

CARTESIAN COORDINATES (ANGSTROEM)
1 C 0.1032 -2.3756 0.4275
2 N -0.7418 -2.8786 1.0187
3 O 0.9424 -1.6326 -2.0679
4 O 2.6710 -2.6200 -0.4672
5 O 1.8175 -0.2921 0.0151
6 P 1.4525 -1.6962 -0.6344
7 S -0.7914 0.6518 0.8899
8 H 1.0945 0.3231 0.2278
9 H -0.8989 1.5362 -0.0122


# 5
C4H9FIN | wB97M-V/def2-TZVPD

As for the net charge: 0. The value obtained for the LUMO energy is 0.55 eV. Its total energy is -16599.247 eV.

CARTESIAN COORDINATES (ANGSTROEM)
1 C -0.3668 0.6363 2.3038
2 C 1.5411 -0.6666 -2.1187
3 C -1.2003 1.5609 1.4278
4 C 0.0104 -1.6348 -0.5919
5 N 0.3079 -1.4057 -1.8382
6 F -1.0433 -2.4548 -0.5044
7 I -0.3362 2.2754 -0.3938
8 H -0.1255 -0.1564 1.6771
9 H 0.4099 1.2480 2.6138
10 H -1.1427 0.4640 3.1498
11 H 1.2384 0.1273 -2.8682
12 H 1.9408 -0.3212 -1.0358
13 H 2.3535 -1.1503 -2.6271
14 H -2.0065 0.9505 1.2662
15 H -1.3891 2.3397 2.0907
16 H -0.1917 -1.8124 -2.5511


# 6
HNO5 | wB97M-V/def2-TZVPD

As for the net charge: 0. The value obtained for the LUMO energy (spin up / spin down) is -2.93 / -1.56 eV. Its total energy is -11733.339 eV.

CARTESIAN COORDINATES (ANGSTROEM)
1 N -1.3861 0.1661 -0.0364
2 O -1.3700 -0.9755 0.1859
3 O -2.3147 0.9492 -0.0461
4 O 1.9074 -0.5688 0.4755
5 O -0.2619 0.7404 -0.3010
6 O 1.1549 -0.6763 -0.5519
7 H 2.2704 0.3649 0.2742


# 7
C4H12 | wB97M-V/def2-TZVPD

As for the net charge: 0. The value obtained for the LUMO energy is 1.14 eV. Its total energy is -4342.401 eV.

CARTESIAN COORDINATES (ANGSTROEM)
1 C 0.0822 -0.1483 -1.8187
2 C 0.7183 -0.8558 -3.0267
3 H 0.4010 0.8941 -1.8347
4 H -1.0021 -0.1634 -1.9112
5 H 0.3267 -0.6255 -0.8771
6 H 1.7591 -1.0829 -2.7910
7 H 0.1825 -1.7748 -3.2195
8 H 0.6748 -0.2125 -3.9025
9 C -0.9521 -0.0493 2.3752
10 C 0.1298 1.0239 2.5147
11 H -0.8052 -0.5005 1.4057
12 H -0.8996 -0.8291 3.1335
13 H -1.9218 0.4382 2.4043
14 H 0.1486 1.4566 3.4973
15 H 0.0202 1.7769 1.7351
16 H 1.1378 0.6525 2.3158


# 8
C50H60BrN11O | wB97M-V/def2-TZVPD

As for the net charge: 0. The value obtained for the LUMO energy is -2.08 eV. Its total energy is -141288.132 eV.

CARTESIAN COORDINATES (ANGSTROEM)
1 C 1.2505 -0.2115 6.5135
2 C 0.1002 0.9326 6.7489
3 C 0.0854 2.1281 5.6033
4 C -1.1621 3.1442 6.0509
5 C -0.1495 1.4132 4.1444
6 C 1.0665 1.4185 3.0329
7 C 0.7621 0.6294 1.6055
8 C 1.9704 0.5810 0.4688
9 C 2.8663 -0.7921 0.5048
10 O 2.6644 -1.8576 1.2838
11 Br 4.4777 -0.9149 -0.7395
12 C -0.6901 -0.1237 1.2846
13 N -0.8221 -0.7822 -0.0592
14 C -2.1478 -1.4673 -0.2328
15 C -3.2946 -1.4707 0.9220
16 N -3.2280 -0.7861 2.2589
17 C -1.8857 -0.1233 2.3865
18 C -1.5815 0.6664 3.8247
19 H 0.7609 -1.2593 6.7995
20 H 2.1814 0.0508 7.2051
21 H 1.6554 -0.2950 5.4181
22 H 0.3104 1.3982 7.8272
23 H -1.0119 0.5026 6.7700
24 H 1.0943 2.7406 5.6717
25 H -1.7431 3.5884 5.1375
26 H -1.9351 2.5753 6.7438
27 H -0.7546 4.0688 6.6772
28 H 2.1196 1.9181 3.2236
29 H 1.5576 0.6821 -0.6440
30 H 2.7385 1.4820 0.5951
31 H -2.3636 -2.0262 -1.2511
32 H -4.2941 -2.0782 0.6838
33 H -2.3852 0.6921 4.7069
34 C -4.4658 3.1463 -2.0470
35 C -4.7624 2.9686 -0.6745
36 C -3.7917 2.1462 -0.1479
37 N -2.9226 1.8176 -1.1557
38 C -3.3226 2.4274 -2.3161
39 H -5.0250 3.7361 -2.7617
40 H -5.5941 3.3952 -0.1288
41 H -3.6461 1.7666 0.8546
42 H -2.1124 1.2196 -1.0579
43 H -2.7620 2.2966 -3.2320
44 C 5.5666 1.9670 1.9278
45 C 6.2774 3.1299 2.3096
46 C 7.1648 3.4195 1.2974
47 N 7.0176 2.4695 0.3204
48 C 6.0414 1.5827 0.6936
49 H 4.7911 1.4649 2.4915
50 H 6.1546 3.6955 3.2242
51 H 7.8873 4.2174 1.1896
52 H 7.5461 2.4296 -0.5414
53 H 5.7700 0.7555 0.0515
54 C 7.8515 -1.5592 2.0016
55 C 8.2035 -2.3314 3.1343
56 C 8.8633 -1.4986 4.0101
57 N 8.9259 -0.2521 3.4434
58 C 8.3067 -0.2782 2.2210
59 H 7.3221 -1.9002 1.1215
60 H 7.9973 -3.3819 3.2942
61 H 9.2936 -1.6861 4.9848
62 H 9.3602 0.5600 3.8623
63 H 8.2445 0.6143 1.6128
64 C 9.9497 7.4288 -1.6928
65 C 11.2137 6.8419 -1.4455
66 C 10.9959 5.5244 -1.1099
67 N 9.6446 5.2970 -1.1415
68 C 8.9990 6.4512 -1.5014
69 H 9.7541 8.4535 -1.9809
70 H 12.1789 7.3279 -1.5063
71 H 11.6850 4.7316 -0.8507
72 H 9.1945 4.4153 -0.9328
73 H 7.9211 6.4784 -1.5886
74 C -8.2052 0.8730 3.0266
75 C -8.6149 -0.3855 3.5281
76 C -7.4839 -1.1570 3.6746
77 N -6.4067 -0.4098 3.2745
78 C -6.8363 0.8314 2.8829
79 H -8.8399 1.7188 2.7963
80 H -9.6261 -0.6953 3.7583
81 H -7.3539 -2.1715 4.0271
82 H -5.4453 -0.7248 3.2699
83 H -6.1332 1.5763 2.5349
84 C -6.1545 -3.6510 -4.2179
85 C -5.8026 -4.4233 -3.0852
86 C -5.1428 -3.5905 -2.2094
87 N -5.0802 -2.3440 -2.7760
88 C -5.6994 -2.3701 -3.9985
89 H -6.6840 -3.9921 -5.0980
90 H -6.0088 -5.4738 -2.9253
91 H -4.7125 -3.7780 -1.2347
92 H -4.6458 -1.5319 -2.3571
93 H -5.7616 -1.4776 -4.6067
94 C 1.4844 4.3748 -3.7670
95 C 2.7484 3.7880 -3.5196
96 C 2.5306 2.4704 -3.1840
97 N 1.1793 2.2430 -3.2156
98 C 0.5337 3.3972 -3.5755
99 H 1.2888 5.3996 -4.0550
100 H 3.7136 4.2739 -3.5804
101 H 3.2197 1.6777 -2.9248
102 H 0.7292 1.3613 -3.0069
103 H -0.5442 3.4245 -3.6627
104 C -3.7346 -8.8621 -0.1899
105 C -4.6263 -8.0724 0.5746
106 C -5.6733 -7.7222 -0.2482
107 N -5.4422 -8.2689 -1.4837
108 C -4.2650 -8.9704 -1.4561
109 H -2.8065 -9.3051 0.1470
110 H -4.5168 -7.7901 1.6138
111 H -6.5599 -7.1312 -0.0612
112 H -6.0463 -8.1708 -2.2893
113 H -3.9058 -9.4839 -2.3378
114 C -5.4735 -3.4494 -9.7610
115 C -4.1712 -3.9375 -9.4981
116 C -3.8453 -3.5660 -8.2129
117 N -4.9034 -2.8669 -7.6929
118 C -5.9030 -2.7955 -8.6278
119 H -6.0376 -3.5638 -10.6775
120 H -3.5394 -4.5000 -10.1733
121 H -2.9529 -3.7378 -7.6259
122 H -4.9409 -2.4671 -6.7642
123 H -6.8313 -2.2855 -8.4079


# 9
C5H6O2 | wB97M-V/def2-TZVPD

As for the net charge: 0. The value obtained for the LUMO energy is 0.76 eV. Its total energy is -9376.654 eV.

CARTESIAN COORDINATES (ANGSTROEM)
1 C 1.4086 -0.7573 1.0124
2 C 0.3638 -0.4339 0.2720
3 C 0.3466 -0.3947 -1.2342
4 O -0.5197 0.7282 -1.5383
5 C -1.1683 1.1634 -0.4080
6 O -1.8901 2.1158 -0.3437
7 C -0.8912 0.2261 0.7316
8 H 1.3553 -0.7773 2.0953
9 H 2.3448 -1.0152 0.5350
10 H 1.3481 -0.2555 -1.6683
11 H -0.0451 -1.3351 -1.6597
12 H -1.7894 -0.3976 0.7868
13 H -0.8161 0.7799 1.6682


# 10
C2F4N2S | wB97M-V/def2-TZVPD

As for the net charge: 0. The value obtained for the LUMO energy (spin up / spin down) is -1.01 / -2.84 eV. Its multiplicity is 3. Its total energy is -26754.280 eV.

CARTESIAN COORDINATES (ANGSTROEM)
1 C 2.0664 -0.0737 -0.0359
2 C -1.0852 -0.4546 0.1072
3 N 2.5518 -0.9102 -0.6945
4 N 1.6793 0.8194 0.7591
5 F -2.3570 -0.4856 0.4977
6 F -0.4350 -1.4266 0.7185
7 F -1.0314 -0.6243 -1.1962
8 F -0.9949 1.9131 -0.7710
9 S -0.3939 1.2424 0.6150


# 11
C2H7NS2 | wB97M-V/def2-TZVPD

As for the net charge: 0. The value obtained for the LUMO energy is 0.30 eV. Its total energy is -25346.964 eV.

CARTESIAN COORDINATES (ANGSTROEM)
1 C 0.4985 -1.5246 -0.1803
2 C 1.2787 -0.6287 0.4332
3 N 1.1818 0.7595 0.3062
4 H -0.4120 -1.1118 -0.5982
5 H 0.8330 -2.5163 -0.4070
6 H 2.0194 -0.8701 1.1888
7 H 0.4415 1.1143 -0.2748
8 H 2.0714 1.2185 0.2917
9 S -2.6176 0.6979 0.7266
10 S -2.0761 1.5315 -1.0851
11 H -1.4532 0.9170 1.3618
12 H -1.7653 0.4128 -1.7628


# 12
C4H8NO2S | wB97M-V/def2-TZVPD

As for the net charge: -1. The value obtained for the LUMO energy is -0.12 eV. Its total energy is -20694.214 eV.

CARTESIAN COORDINATES (ANGSTROEM)
1 C 1.0662 1.3352 0.4487
2 N -0.2091 1.9820 0.2639
3 C -1.3196 1.0647 0.4427
4 C -1.5342 -0.2363 -0.4687
5 S -2.7770 -1.5358 0.1508
6 C 1.6004 -1.7987 -0.4335
7 O 2.5409 -1.8043 0.4066
8 O 1.5780 -1.1574 -1.5022
9 H 0.9764 0.3585 1.0681
10 H 1.9550 1.9968 0.7652
11 H 1.3605 0.8227 -0.4767
12 H -2.2942 1.5864 0.2500
13 H -1.1925 0.4649 1.4419
14 H -1.9579 0.0617 -1.4351
15 H -0.5098 -0.6679 -0.6488
16 H 0.7168 -2.4725 -0.2729


# 13
CHF3N2 | wB97M-V/def2-TZVPD

As for the net charge: 0. The value obtained for the LUMO energy (spin up / spin down) is 0.11 / -0.31 eV. Its total energy is -12181.878 eV.

CARTESIAN COORDINATES (ANGSTROEM)
1 C -0.2818 -0.3523 1.1915
2 N 0.4889 0.6856 -1.8076
3 N 0.1997 -0.3638 -1.4490
4 F 0.2976 0.5826 1.9376
5 F -0.0498 -1.5716 1.6777
6 F -1.5554 -0.0159 1.2313
7 H 0.9008 1.0354 -2.7817